Record 1
C16H24F6NO7PS3Ti as an isolated structure. Source: the Open Molecules 2025 dataset; level of theory: ωB97M-V/def2-TZVPD.

Properties
Charge: -1
F_max in eV Å⁻¹: 5.494
Kohn-Sham gap (alpha / beta) in Ha: 0.104 / 0.100
E_LUMO (alpha / beta) in Ha: 0.0355 / 0.0266
E_HOMO (alpha / beta) in eV: -1.8 / -2.0
2S+1: 2

CARTESIAN COORDINATES (ANGSTROEM)
1 Ti 0.162917 0.050002 -0.693022
2 C 0.911821 -2.016872 0.371997
3 C 1.613699 -1.891290 -0.853619
4 C 0.656970 -1.933471 -1.914006
5 C -0.620854 -2.091570 -1.330714
6 C -0.471162 -2.103994 0.080066
7 C -1.572572 -2.314606 1.075992
8 C -1.878561 -2.382098 -2.083084
9 C 0.927146 -1.937352 -3.386075
10 C 3.101019 -1.965248 -1.005250
11 C 1.526557 -2.302287 1.710086
12 H -2.461945 -1.734651 0.825661
13 H -1.258272 -2.026727 2.079383
14 H -1.864784 -3.368804 1.111933
15 H -1.963699 -1.772468 -2.979785
16 H -2.762608 -2.208272 -1.473116
17 H -1.883555 -3.434738 -2.385325
18 H 0.247124 -1.259768 -3.904965
19 H 0.790675 -2.939282 -3.806743
20 H 1.945147 -1.617366 -3.605382
21 H 3.439897 -1.472727 -1.915891
22 H 3.426746 -3.009825 -1.050626
23 H 3.613166 -1.498773 -0.164367
24 H 1.557225 -3.385767 1.865655
25 H 0.960595 -1.864074 2.531144
26 H 2.543006 -1.923474 1.783047
27 F -4.219051 -0.420260 -2.579856
28 C -3.815977 0.595088 -1.800501
29 F -3.549722 0.089098 -0.585419
30 F -4.840181 1.441430 -1.684128
31 S -2.337147 1.453366 -2.516711
32 O -1.261428 0.462934 -2.306920
33 O -2.718448 1.605443 -3.890332
34 N -2.226940 2.740183 -1.710914
35 S -1.088407 2.978746 -0.507886
36 O 0.159702 3.300581 -1.202105
37 O -0.897753 1.517362 0.081674
38 C -3.466175 2.563575 1.645256
39 F -3.038573 3.512060 2.489124
40 F -3.591788 1.448390 2.378845
41 F -4.691054 2.911978 1.265147
42 S 2.767512 1.295710 -2.730603
43 C 1.667428 0.722526 -1.780891
44 C 3.919916 0.931315 1.074158
45 O 2.851346 0.501585 1.920028
46 P 1.351545 0.918350 1.437514
47 O 1.449611 2.522014 1.379026
48 C 1.811398 3.285755 2.525211
49 O 0.681795 0.624361 2.887228
50 C -0.713750 0.900596 3.040796
51 H 4.170885 1.974355 1.277984
52 H 3.661904 0.837339 0.017634
53 H 4.779982 0.301645 1.297428
54 H 0.960532 3.382660 3.201093
55 H 2.098037 4.270799 2.163254
56 H 2.643700 2.827565 3.063566
57 H -0.959235 0.674929 4.076348
58 H -1.312763 0.288165 2.369314
59 H -0.932598 1.945861 2.822645

Forces on atoms 1 to 2 (eV/Å):
Ti -1.955 0.287 0.799
C 0.035 0.045 0.041

Atomic partial charges in e from the Löwdin method, atoms 1 to 2: number 1, Ti, carries 0.736; number 2, C, carries -0.281


Record 2
C16H24N2O3S in the gas phase. Source: the Open Molecules 2025 dataset; level of theory: ωB97M-V/def2-TZVPD.

Properties
Charge: 0
F_max in eV Å⁻¹: 0.649
Kohn-Sham gap in Ha: 0.349
E_LUMO in Ha: 0.0220
E_HOMO in eV: -8.9
SMILES string: CC(C)[C@@H]1CC[C@@H](C)C[C@H]1OC(=O)CSc1nccc(=O)[nH]1

CARTESIAN COORDINATES (ANGSTROEM)
1 C -0.826774 -3.704444 0.319046
2 C -0.983115 -2.452319 -0.542057
3 C -1.927620 -2.734890 -1.709569
4 C 0.355914 -1.878779 -1.050787
5 C 1.280293 -2.925308 -1.676769
6 C 2.534694 -2.271902 -2.248282
7 C 3.312612 -1.543739 -1.153098
8 C 4.564212 -0.876595 -1.715217
9 C 2.401436 -0.506138 -0.498326
10 C 1.139621 -1.163391 0.058488
11 O 0.338362 -0.205327 0.784057
12 C -0.204899 0.825612 0.157010
13 O -0.114259 1.095671 -1.009918
14 C -0.998707 1.662667 1.142977
15 S -1.754100 3.035221 0.224984
16 C -2.288343 4.006245 1.578096
17 N -2.054483 3.614024 2.790130
18 C -2.493967 4.417128 3.790200
19 C -3.153396 5.583063 3.591435
20 C -3.425225 6.042759 2.250425
21 O -3.995776 7.052856 1.909396
22 N -2.934881 5.152544 1.274684
23 H -1.789295 -3.975321 0.747491
24 H -0.130787 -3.537032 1.137156
25 H -0.476144 -4.543962 -0.275453
26 H -1.450488 -1.677977 0.078078
27 H -1.527641 -3.514393 -2.353289
28 H -2.894206 -3.067149 -1.337694
29 H -2.080197 -1.838074 -2.305628
30 H 0.119647 -1.132020 -1.815548
31 H 0.749221 -3.450218 -2.471205
32 H 1.575256 -3.657026 -0.922692
33 H 3.169092 -3.033502 -2.706262
34 H 2.254175 -1.557559 -3.025021
35 H 3.614651 -2.274661 -0.393705
36 H 5.117895 -0.372428 -0.926607
37 H 4.294938 -0.141035 -2.469748
38 H 5.216284 -1.616133 -2.173903
39 H 2.115906 0.242426 -1.239047
40 H 2.927144 0.000807 0.314632
41 H 1.414164 -1.879421 0.841010
42 H -0.357935 2.076685 1.920750
43 H -1.781816 1.070203 1.615407
44 H -2.273047 4.044726 4.781101
45 H -3.491927 6.198450 4.407577
46 H -3.086486 5.409652 0.305696

Forces on atoms 1 to 2 (eV/Å):
C -0.056 0.310 -0.052
C -0.001 -0.004 -0.148

Atomic partial charges in e from the Löwdin method, atoms 1 to 2: number 1, C, carries -0.062; number 2, C, carries -0.379


ΔE to the lowest compared entry with this formula, charge and spin / kJ/mol: 220.7; 3.2